{
  "formula": "C47H47BiN3O10PSSb",
  "method": "ωB97M-V/def2-TZVPD",
  "elements": ["Bi", "O", "C", "C", "C", "C", "C", "C", "C", "O", "N", "N", "C", "C", "C", "C", "C", "C", "C", "O", "H", "H", "H", "H", "H", "H", "H", "H", "H", "H", "O", "C", "O", "C", "C", "C", "C", "C", "C", "P", "C", "C", "C", "C", "C", "C", "C", "C", "C", "C", "C", "C", "H", "H", "H", "H", "H", "H", "H", "H", "H", "H", "H", "H", "H", "H", "O", "C", "C", "C", "C", "C", "C", "C", "O", "N", "O", "O", "H", "H", "H", "H", "C", "C", "S", "O", "C", "C", "H", "H", "H", "H", "H", "H", "H", "H", "H", "H", "C", "Sb", "C", "C", "H", "H", "H", "H", "H", "H", "H", "H", "H"],
  "coordinates": [[-1.712, -0.416, 0.199], [-2.550, 5.289, 0.334], [-2.387, 4.978, 1.650], [-2.209, 6.003, 2.578], [-2.003, 5.729, 3.919], [-1.971, 4.412, 4.351], [-2.148, 3.396, 3.426], [-2.367, 3.643, 2.071], [-2.512, 2.441, 1.186], [-2.220, 1.312, 1.732], [-2.918, 2.611, -0.045], [-3.042, 1.361, -0.643], [-3.853, 1.275, -1.628], [-4.339, 0.013, -2.156], [-4.975, 0.000, -3.401], [-5.583, -1.137, -3.887], [-5.590, -2.284, -3.089], [-4.989, -2.292, -1.850], [-4.320, -1.159, -1.360], [-3.750, -1.208, -0.169], [-2.523, 6.248, 0.254], [-2.231, 7.032, 2.230], [-1.867, 6.545, 4.618], [-1.803, 4.176, 5.394], [-2.114, 2.358, 3.730], [-4.292, 2.203, -1.994], [-4.980, 0.914, -3.987], [-6.054, -1.139, -4.861], [-6.068, -3.187, -3.451], [-4.969, -3.187, -1.242], [-1.803, -3.135, -2.031], [-1.224, -2.144, -2.455], [-1.396, -0.928, -2.066], [-0.153, -2.322, -3.515], [-0.422, -3.225, -4.541], [0.484, -3.418, -5.570], [1.687, -2.718, -5.572], [1.966, -1.840, -4.538], [1.056, -1.631, -3.501], [1.417, -0.482, -2.114], [3.067, -1.024, -1.533], [3.761, -0.185, -0.654], [4.864, -0.637, 0.053], [5.298, -1.949, -0.097], [4.622, -2.792, -0.967], [3.516, -2.337, -1.675], [1.770, 1.043, -3.077], [3.029, 1.559, -3.367], [3.162, 2.745, -4.082], [2.036, 3.420, -4.531], [0.774, 2.903, -4.261], [0.642, 1.732, -3.531], [-1.355, -3.773, -4.507], [0.257, -4.114, -6.368], [2.401, -2.856, -6.374], [2.909, -1.302, -4.532], [3.410, 0.830, -0.502], [5.369, 0.025, 0.744], [6.138, -2.314, 0.480], [4.947, -3.819, -1.085], [2.986, -3.019, -2.330], [3.918, 1.038, -3.034], [4.150, 3.133, -4.297], [2.140, 4.342, -5.091], [-0.113, 3.421, -4.607], [-0.343, 1.336, -3.307], [0.044, -2.548, 0.461], [1.131, -2.856, 0.921], [1.746, -2.397, 2.153], [2.959, -2.993, 2.469], [3.616, -2.696, 3.644], [3.042, -1.799, 4.569], [1.867, -1.182, 4.278], [1.155, -1.400, 3.031], [0.125, -0.750, 2.763], [4.882, -3.315, 3.930], [5.424, -3.064, 5.000], [5.365, -4.078, 3.101], [1.748, -3.593, 0.372], [3.403, -3.703, 1.781], [3.565, -1.604, 5.496], [1.423, -0.475, 4.969], [1.962, 4.944, 0.598], [1.763, 3.571, -0.028], [0.570, 2.588, 0.889], [0.511, 1.269, 0.160], [1.491, 2.269, 2.402], [2.848, 1.628, 2.168], [2.551, 5.579, -0.065], [2.488, 4.880, 1.551], [1.004, 5.436, 0.775], [2.688, 3.002, -0.116], [1.319, 3.635, -1.021], [0.820, 1.595, 2.942], [1.540, 3.215, 2.947], [2.750, 0.787, 1.480], [3.242, 1.238, 3.105], [3.576, 2.336, 1.768], [-2.382, -3.398, 4.178], [-2.805, -2.314, 2.382], [-4.845, -1.875, 2.880], [-3.129, -4.089, 1.217], [-3.205, -4.099, 4.319], [-2.302, -2.735, 5.038], [-1.446, -3.943, 4.063], [-5.452, -2.771, 2.745], [-5.204, -1.089, 2.219], [-4.909, -1.543, 3.917], [-4.199, -4.298, 1.198], [-2.601, -4.924, 1.677], [-2.770, -3.940, 0.199]],
  "forces_ev_per_angstrom": [[0.49, 0.31, 0.01], [0.01, -0.03, 0.04], [0.01, 0.04, -0.06], [0.00, 0.00, 0.00], [0.00, -0.01, 0.01], [0.00, 0.01, -0.04], [-0.02, -0.01, 0.00], [-0.03, -0.04, 0.05], [0.08, 0.07, 0.11], [0.01, 0.04, -0.07], [0.05, -0.12, 0.00], [0.09, 0.16, -0.24], [-0.10, -0.06, 0.11], [0.10, 0.03, 0.01], [-0.01, 0.00, 0.00], [0.01, -0.01, 0.01], [-0.02, 0.00, -0.03], [0.04, -0.02, -0.02], [0.00, 0.07, 0.02], [0.10, -0.11, 0.00], [-0.01, 0.00, -0.03], [0.01, 0.00, 0.00], [0.00, 0.00, 0.00], [-0.01, 0.00, 0.00], [0.01, 0.00, 0.00], [-0.03, -0.01, -0.01], [-0.01, 0.00, 0.01], [0.00, 0.00, 0.01], [0.00, 0.00, 0.00], [0.01, 0.00, 0.01], [-0.17, 0.03, -0.05], [0.29, -0.10, 0.31], [-0.27, 0.22, -0.09], [-0.26, -0.11, -0.16], [0.07, -0.06, -0.06], [-0.01, 0.02, 0.04], [-0.03, 0.02, 0.04], [0.02, -0.03, -0.07], [0.16, 0.11, -0.03], [0.08, -0.01, 0.23], [-0.04, -0.06, -0.03], [0.02, 0.01, -0.11], [-0.02, -0.04, -0.03], [0.00, 0.00, 0.00], [0.00, 0.01, -0.01], [0.06, 0.01, 0.01], [-0.02, -0.07, -0.01], [0.03, 0.03, 0.01], [-0.02, -0.02, 0.01], [0.01, -0.02, -0.01], [-0.02, 0.05, 0.05], [-0.01, 0.02, 0.01], [0.00, 0.01, -0.01], [0.00, 0.01, 0.00], [0.00, -0.01, 0.01], [-0.01, 0.00, 0.01], [0.00, -0.07, -0.06], [0.01, 0.01, 0.00], [0.00, -0.02, -0.01], [0.00, 0.00, 0.01], [0.00, 0.00, 0.00], [0.00, -0.02, 0.01], [0.00, 0.01, 0.01], [0.00, 0.00, 0.00], [0.02, -0.01, 0.00], [0.00, 0.00, 0.02], [-0.02, -0.01, -0.05], [-0.03, 0.13, 0.11], [-0.02, -0.11, -0.16], [0.06, 0.02, -0.02], [0.12, -0.09, -0.01], [0.01, 0.11, -0.01], [0.04, 0.00, 0.02], [-0.10, 0.15, -0.03], [-0.04, -0.06, -0.08], [-0.20, -0.04, 0.03], [0.05, 0.03, -0.01], [0.05, 0.03, -0.01], [0.01, -0.03, -0.02], [-0.02, 0.01, 0.02], [-0.01, 0.00, 0.00], [-0.02, -0.02, 0.01], [0.02, 0.00, 0.01], [0.05, 0.01, -0.01], [-0.19, -0.10, 0.00], [-0.09, 0.15, -0.02], [0.05, -0.01, 0.00], [-0.10, -0.08, 0.08], [-0.01, -0.01, -0.01], [0.00, -0.01, -0.01], [-0.01, -0.01, -0.01], [0.01, 0.02, -0.02], [-0.03, 0.03, -0.09], [0.02, -0.04, -0.01], [-0.01, 0.01, 0.01], [-0.04, 0.05, 0.13], [0.01, -0.03, 0.07], [0.02, 0.01, -0.02], [0.13, 0.11, 0.06], [-0.41, -0.42, 0.01], [0.03, -0.05, 0.02], [-0.03, 0.06, -0.01], [0.04, -0.03, 0.07], [-0.01, 0.00, -0.01], [-0.01, 0.00, 0.01], [-0.02, 0.02, 0.03], [-0.01, -0.01, -0.01], [-0.01, 0.01, -0.02], [0.01, -0.04, 0.00], [0.00, 0.00, -0.01], [0.02, 0.03, 0.02]],
  "lowdin_charge": [1.90, 0.05, -0.27, -0.04, -0.10, -0.09, -0.03, -0.10, -0.52, -0.26, 0.09, -0.11, -0.07, -0.16, -0.06, -0.11, -0.09, -0.01, -0.36, -0.37, 0.10, 0.11, 0.10, 0.10, 0.12, 0.13, 0.11, 0.09, 0.10, 0.11, 0.04, -0.64, -0.27, -0.13, -0.02, -0.08, -0.09, -0.10, -0.29, 1.15, -0.36, -0.13, -0.08, -0.10, -0.09, -0.10, -0.35, -0.10, -0.10, -0.11, -0.09, -0.09, 0.12, 0.10, 0.10, 0.11, 0.08, 0.10, 0.10, 0.10, 0.10, 0.10, 0.10, 0.09, 0.10, 0.10, -0.11, -0.21, -0.11, 0.03, -0.18, -0.02, -0.02, -0.40, -0.11, -0.38, 0.03, 0.02, 0.12, 0.12, 0.11, 0.11, -0.12, -0.38, 0.94, -0.64, -0.36, -0.12, 0.07, 0.07, 0.07, 0.07, 0.09, 0.07, 0.09, 0.05, 0.08, 0.07, -0.33, 1.33, -0.32, -0.30, 0.00, 0.00, 0.00, 0.00, -0.01, 0.00, 0.00, 0.00, -0.02],
  "multiplicity": 1,
  "charge": -1,
  "e_homo_ev": -5.14,
  "homo_lumo_gap_ev": 7.216
}

=====

{
  "formula": "C47H48F2LaN15O4S2",
  "method": "ωB97M-V/def2-TZVPD",
  "elements": ["La", "C", "C", "C", "C", "C", "C", "C", "C", "C", "C", "C", "C", "C", "C", "C", "N", "H", "H", "H", "H", "H", "H", "H", "H", "H", "H", "N", "C", "C", "N", "C", "C", "N", "C", "C", "N", "H", "H", "H", "H", "H", "H", "C", "N", "C", "C", "N", "C", "S", "H", "H", "H", "H", "H", "H", "H", "H", "N", "C", "S", "C", "C", "C", "N", "C", "C", "H", "H", "H", "H", "H", "H", "O", "C", "N", "C", "O", "C", "C", "C", "C", "N", "C", "H", "H", "H", "H", "H", "H", "H", "H", "C", "N", "C", "C", "C", "O", "N", "C", "O", "H", "H", "H", "H", "H", "F", "C", "F", "H", "N", "C", "C", "C", "N", "H", "H", "H", "H"],
  "coordinates": [[13.298, 15.233, 11.947], [11.673, 12.854, 6.279], [12.876, 12.813, 5.573], [13.827, 13.815, 5.844], [13.691, 14.708, 6.917], [12.491, 14.834, 7.661], [11.460, 13.882, 7.194], [14.959, 15.448, 7.188], [15.707, 15.974, 6.115], [16.973, 16.481, 6.295], [17.520, 16.543, 7.620], [18.779, 17.081, 8.001], [19.186, 16.976, 9.388], [18.389, 16.363, 10.333], [17.137, 15.812, 9.999], [16.701, 15.900, 8.688], [15.434, 15.382, 8.423], [10.790, 12.207, 6.062], [13.052, 12.027, 4.842], [14.781, 13.857, 5.252], [10.531, 13.919, 7.710], [15.337, 15.905, 5.098], [17.489, 16.987, 5.473], [19.511, 17.268, 7.258], [20.184, 17.259, 9.680], [18.737, 16.353, 11.360], [16.452, 15.394, 10.762], [14.389, 14.692, 16.541], [15.445, 15.535, 16.457], [15.794, 15.589, 15.103], [14.944, 14.857, 14.388], [14.062, 14.262, 15.233], [12.830, 13.480, 14.830], [12.391, 13.261, 13.575], [11.103, 12.734, 13.716], [10.767, 12.652, 15.011], [11.843, 13.135, 15.736], [13.965, 14.375, 17.413], [15.884, 16.014, 17.288], [16.581, 16.263, 14.730], [10.549, 12.452, 12.848], [9.835, 12.358, 15.527], [11.978, 13.047, 16.724], [11.004, 8.826, 11.155], [11.441, 7.745, 10.271], [11.462, 6.341, 10.662], [11.808, 5.626, 9.343], [12.092, 6.724, 8.406], [11.807, 7.900, 8.955], [11.884, 9.356, 8.131], [9.926, 8.724, 11.458], [11.118, 9.726, 10.550], [11.617, 8.888, 12.038], [10.470, 6.105, 10.984], [12.073, 6.165, 11.550], [10.993, 4.962, 9.052], [12.698, 4.993, 9.434], [12.637, 6.671, 7.518], [18.306, 20.672, 9.922], [17.484, 20.922, 10.995], [17.599, 22.254, 11.937], [16.519, 19.846, 11.220], [15.846, 19.680, 12.432], [15.022, 18.586, 12.671], [14.776, 17.640, 11.732], [15.271, 17.901, 10.490], [16.175, 18.943, 10.186], [19.072, 21.276, 9.734], [18.430, 19.667, 9.796], [16.031, 20.372, 13.298], [14.627, 18.394, 13.645], [14.910, 17.251, 9.717], [16.663, 18.917, 9.225], [7.716, 7.833, 11.975], [6.811, 7.955, 10.906], [6.621, 9.309, 10.531], [6.814, 10.374, 11.349], [7.147, 10.434, 12.523], [6.575, 11.694, 10.656], [6.005, 12.722, 11.381], [5.814, 13.922, 10.754], [5.955, 14.020, 9.354], [6.590, 13.120, 8.648], [6.861, 11.934, 9.291], [7.780, 8.704, 12.465], [5.818, 7.485, 11.131], [7.265, 7.434, 10.030], [6.004, 9.524, 9.751], [5.755, 12.631, 12.411], [5.483, 14.768, 11.373], [5.696, 14.972, 8.821], [7.309, 11.181, 8.669], [11.379, 18.329, 16.911], [11.256, 17.602, 15.695], [9.959, 17.395, 15.139], [9.745, 16.746, 13.972], [10.941, 16.306, 13.277], [10.898, 15.802, 12.105], [12.186, 16.541, 13.786], [12.404, 17.295, 14.916], [13.528, 17.622, 15.261], [12.376, 18.747, 16.980], [11.189, 17.640, 17.765], [10.558, 19.105, 17.023], [9.182, 17.773, 15.812], [8.759, 16.691, 13.540], [12.109, 14.409, 10.034], [12.159, 15.587, 8.844], [13.020, 16.534, 9.460], [11.134, 15.953, 8.971], [14.284, 11.949, 11.156], [15.230, 11.004, 11.121], [16.420, 11.566, 11.523], [16.102, 12.922, 11.715], [14.813, 13.160, 11.400], [13.330, 11.659, 10.939], [14.898, 9.975, 10.879], [17.362, 11.043, 11.704], [16.707, 13.738, 12.136]],
  "forces_ev_per_angstrom": [[0.99, 1.39, -1.16], [-1.22, 1.23, 0.55], [0.60, 0.26, -0.29], [0.10, -0.72, -0.18], [1.23, 0.68, -0.65], [-0.94, -0.57, -0.08], [1.11, 0.24, 0.42], [-0.20, -1.02, 1.26], [1.58, 0.43, -0.76], [-0.67, 0.56, 0.65], [-0.48, -0.88, 1.76], [-0.57, -1.69, 2.65], [-0.38, -0.01, -2.81], [-1.43, -0.57, 0.29], [1.33, 0.61, 0.82], [-0.62, 0.35, -2.26], [0.74, 0.65, -0.30], [1.10, 0.32, 0.16], [0.08, 0.31, 0.05], [-1.09, -0.27, 0.73], [-0.78, -0.01, 0.30], [-0.27, 0.21, 0.19], [-0.02, -0.42, 0.21], [0.45, 0.81, -0.61], [0.14, 0.33, -0.10], [-0.07, -0.12, 0.02], [0.67, 0.31, -0.69], [-1.09, -1.05, -1.19], [0.33, -0.62, -1.89], [0.48, 1.32, 2.15], [-2.23, -1.68, -0.46], [0.86, 0.91, 0.36], [-0.23, 0.68, 0.11], [0.24, 0.26, 1.74], [1.07, 0.33, -0.61], [-0.83, -0.17, 1.44], [1.00, 0.09, -1.20], [0.20, 0.30, -0.57], [0.23, 0.28, 0.70], [-0.64, -0.68, -0.25], [-0.30, 0.02, -0.23], [0.84, 0.07, -0.57], [-0.17, 0.09, 0.18], [-0.96, -0.41, -0.98], [0.38, 0.10, -0.58], [-0.42, 0.73, -0.11], [1.10, -0.55, 0.13], [0.23, -1.29, -0.49], [-0.30, 1.81, 0.73], [0.14, -0.01, 0.16], [1.00, -0.11, -0.33], [-0.07, 0.13, 0.19], [0.36, -0.08, 0.42], [-0.82, -0.50, 0.15], [0.58, -0.07, -0.33], [-0.08, 0.28, -0.35], [-0.11, 0.06, 0.12], [-1.00, 0.01, 1.39], [-0.55, -1.03, -0.22], [-0.89, -1.90, 0.00], [0.27, 1.29, 0.69], [1.16, 1.46, -0.94], [-1.05, -0.33, 2.46], [1.49, 1.09, -0.32], [-1.10, -1.12, -0.63], [1.17, 1.68, -0.24], [-1.54, -2.30, 0.86], [0.41, 0.32, 0.16], [0.43, 0.63, -0.40], [-0.15, -0.64, -1.19], [-0.19, 0.10, 0.32], [0.30, -0.02, -0.14], [-0.29, 0.30, -0.25], [0.11, 0.80, 0.28], [0.12, -1.63, 0.02], [-0.31, 1.46, 0.19], [-0.40, 1.74, -1.19], [0.41, -1.21, 0.37], [-0.18, -0.54, -1.57], [0.60, 0.57, -0.41], [-1.11, 0.84, -0.10], [0.75, 1.92, 0.72], [-0.23, -2.39, 0.41], [-0.48, 1.24, 0.46], [-0.51, -1.05, -0.48], [0.73, 0.18, 0.04], [-0.42, 0.12, 0.56], [0.50, -0.31, 0.16], [0.07, -0.28, 0.71], [-0.10, -0.32, -0.66], [0.17, -0.94, 0.58], [0.34, -0.21, -0.06], [-1.31, 0.36, 1.68], [-1.50, -0.58, -2.56], [1.52, -0.08, 1.09], [0.65, 0.54, 0.79], [0.27, 0.78, -0.92], [-0.12, -0.14, 1.14], [-1.19, 0.20, 0.46], [-0.14, -0.61, 0.06], [-0.66, -0.03, 0.53], [-0.03, 0.19, 0.05], [0.43, 0.37, -0.30], [1.20, -0.59, -0.43], [0.10, -0.09, -0.56], [0.05, -0.25, -0.08], [0.48, -1.60, 2.84], [-0.08, 1.64, -3.28], [-0.90, -1.57, -0.61], [0.42, -0.37, 0.05], [0.55, -1.01, -1.00], [-0.55, -1.25, 0.37], [0.40, -0.06, 0.18], [-0.41, 0.24, -0.09], [0.08, -0.28, 1.18], [0.15, 1.37, -0.17], [0.62, 0.81, 0.18], [-0.45, 0.42, -0.21], [-0.29, -0.58, -0.56]],
  "lowdin_charge": [2.10, -0.13, -0.11, -0.05, -0.14, -0.13, -0.04, -0.23, -0.03, 0.00, -0.14, -0.01, -0.09, -0.09, -0.06, -0.21, 0.16, 0.11, 0.09, 0.12, 0.09, 0.11, 0.12, 0.09, 0.09, 0.10, 0.08, 0.10, -0.07, -0.14, 0.04, -0.21, -0.24, 0.00, -0.12, -0.08, 0.11, 0.16, 0.11, 0.13, 0.11, 0.13, 0.15, -0.05, -0.16, -0.12, -0.12, 0.00, -0.89, 0.57, 0.08, 0.02, 0.08, 0.10, 0.12, 0.11, 0.11, 0.16, 0.04, -0.91, 0.53, -0.29, -0.07, -0.18, -0.10, -0.20, -0.02, 0.06, 0.06, 0.09, 0.05, 0.05, 0.09, -0.07, -0.26, 0.09, -0.42, 0.06, -0.13, -0.03, -0.05, -0.15, 0.07, -0.05, 0.08, 0.14, 0.13, 0.16, 0.11, 0.11, 0.12, 0.11, -0.06, -0.07, -0.02, 0.01, -0.52, -0.18, 0.01, -0.48, 0.03, 0.09, 0.09, 0.11, 0.13, 0.11, -0.39, -0.18, -0.09, 0.14, -0.01, -0.10, -0.05, -0.15, -0.12, 0.16, 0.13, 0.10, 0.11],
  "multiplicity": 1,
  "charge": 0,
  "e_homo_ev": [-4.32, -3.48],
  "homo_lumo_gap_ev": [3.674, 2.832]
}

=====

Here are the calculated E numbers, same order: -106948.4853; -108024.5800 (eV).
Here are the calculated molecular weight numbers, same order: 1207.7; 1128.0 (g/mol).